This record from OMol25 describes the molecule C3H6FNOS at a distorted geometry. The level of theory is wB97M-V/def2-TZVPD.

Its energy above the lowest of the compared OMol25 structures with the same formula, charge and spin is 70.7 kcal/mol. The electronic energy comes out at -20295.7909 eV. Its SMILES is NC(=O)SCCF. The orbital gap is 9.5 eV.

Structure (ORCA input):
```
! wB97M-V def2-TZVPD RIJCOSX def2/J DEFGRID3
* xyz 0 1
S 0.1900 -0.8744 -0.2553
F -2.4916 0.0697 -1.3685
O 1.4743 1.3999 0.0478
N 2.7609 -0.3181 -0.7318
C -1.2636 -0.5079 0.6981
C 1.5816 0.2419 -0.4277
C -1.9928 0.5647 -0.1086
H -1.6000 1.6583 -0.1247
H 3.1015 -1.4737 -0.6216
H -1.6579 -1.5876 1.1208
H -0.9301 -0.0292 1.7026
H 3.7491 0.2189 -0.4961
H -2.9214 0.6374 0.5651
*
```

natural (NBO) charges, unit e, in atom order: number 1, S, carries 0.15; number 2, F, carries -0.37; number 3, O, carries -0.63; number 4, N, carries -0.86; number 5, C, carries -0.60; number 6, C, carries 0.51; number 7, C, carries 0.01; number 8, H, carries 0.23; number 9, H, carries 0.43; number 10, H, carries 0.29; number 11, H, carries 0.25; number 12, H, carries 0.43; number 13, H, carries 0.16

This record from OMol25 describes the molecule C16H18FN3O2 at a distorted geometry. The level of theory is wB97M-V/def2-TZVPD.

Its energy above the lowest of the compared OMol25 structures with the same formula, charge and spin is 80.5 kcal/mol. The electronic energy comes out at -28164.2077 eV. Its SMILES is O=C(Cc1ccc(F)cc1)N1CCO[C@@H](Cn2ccnc2)C1. The orbital gap is 9.1 eV.

Structure (ORCA input):
```
! wB97M-V def2-TZVPD RIJCOSX def2/J DEFGRID3
* xyz 0 1
F -1.5573 -5.8112 -3.5512
O -2.5731 -0.2314 0.3124
O 1.0480 2.1934 2.1033
N -0.3075 0.0496 0.8179
N 1.5937 3.7223 -0.3471
N 3.8389 3.6855 -0.6606
C -1.5101 -0.7254 0.7995
C -2.7500 -3.2930 -1.0571
C 2.8668 3.7397 0.2364
C -0.1793 1.3122 0.1045
C -0.0368 2.4174 1.1177
C -0.5036 -3.9201 -0.5072
C 3.1143 3.8480 -1.8684
C -1.6672 -3.1605 -0.2270
C 1.7269 3.9517 -1.6841
C 0.8846 -0.3107 1.6340
C -2.7598 -4.1994 -2.1702
C -0.5034 -4.7269 -1.7267
C 1.0911 0.8241 2.6504
C 0.2886 3.7503 0.3590
C -1.5828 -2.2605 0.9966
C -1.6207 -4.8640 -2.5102
H 3.5335 3.8555 -2.8364
H -3.6556 -2.7275 -0.7719
H 0.4247 -3.8337 0.0860
H -0.6500 -2.5715 1.6062
H 0.4166 -5.3105 -1.9391
H -2.4795 -2.5021 1.5942
H -0.5696 3.9600 -0.3111
H -1.0154 2.4418 1.7084
H -3.7336 -4.1917 -2.7592
H 0.8736 3.9098 -2.3980
H 1.7745 -0.6985 1.0300
H 0.7283 1.4051 -0.5126
H 2.1046 0.8119 3.1386
H 0.4056 0.8861 3.3689
H -0.9664 1.4679 -0.5827
H 0.1804 4.4113 1.1228
H 0.7373 -1.1151 2.3235
H 2.9894 3.8104 1.3105
*
```

natural (NBO) charges, unit e, in atom order: number 1, F, carries -0.34; number 2, O, carries -0.63; number 3, O, carries -0.56; number 4, N, carries -0.45; number 5, N, carries -0.37; number 6, N, carries -0.44; number 7, C, carries 0.69; number 8, C, carries -0.19; number 9, C, carries 0.18; number 10, C, carries -0.26; number 11, C, carries 0.10; number 12, C, carries -0.19; number 13, C, carries -0.10; number 14, C, carries -0.03; number 15, C, carries -0.11; number 16, C, carries -0.25; number 17, C, carries -0.26; number 18, C, carries -0.26; number 19, C, carries -0.07; number 20, C, carries -0.22; number 21, C, carries -0.50; number 22, C, carries 0.37; number 23, H, carries 0.20; number 24, H, carries 0.24; number 25, H, carries 0.22; number 26, H, carries 0.21; number 27, H, carries 0.23; number 28, H, carries 0.25; number 29, H, carries 0.22; number 30, H, carries 0.19; number 31, H, carries 0.24; number 32, H, carries 0.23; number 33, H, carries 0.21; number 34, H, carries 0.21; number 35, H, carries 0.20; number 36, H, carries 0.17; number 37, H, carries 0.25; number 38, H, carries 0.21; number 39, H, carries 0.22; number 40, H, carries 0.21

This record from OMol25 describes a structure of composition C19H17AlIN3O3S3. The level of theory is wB97M-V/def2-TZVPD.

The electronic energy comes out at -77802.6486 eV. The orbital gap is 4.2 eV.

Structure (ORCA input):
```
! wB97M-V def2-TZVPD RIJCOSX def2/J DEFGRID3
* xyz -2 1
I -0.1186 4.3401 -4.9377
S -0.1861 0.5328 3.0040
S 2.9735 -1.0579 2.8219
S 1.8433 1.6729 0.7552
Al 0.9780 -0.4719 1.1558
O -0.6424 -0.4465 0.2189
O -2.8065 -0.0892 -0.2060
O 1.7647 -1.3288 -0.3160
N 2.0224 -2.0953 5.1159
N 0.7826 -2.5853 3.2694
N 0.6927 -2.3732 1.9006
C -1.2155 1.1423 -1.4401
C 0.3518 2.5163 1.2005
C -1.8755 2.9510 -2.9024
C -0.4778 2.0496 2.1516
C 0.0635 1.1742 -1.9768
C 1.3380 -2.4307 -2.3467
C 1.1983 -2.3130 -0.9470
C 0.3851 -3.3689 1.1708
C -1.7625 2.7698 2.5116
C 0.7528 -3.4647 -3.0477
C -0.1172 -4.3660 -1.0189
C -0.5907 2.9581 -3.4271
C 0.0095 -4.4492 -2.3943
C 0.4462 -3.3242 -0.2863
C 0.0866 3.7817 0.4253
C -1.6091 0.1375 -0.3646
C 0.3840 2.0836 -2.9793
C -2.1777 2.0283 -1.9124
C 1.8311 -1.9672 3.7397
H -1.5994 3.8324 2.7161
H -3.1678 1.9753 -1.4790
H 2.5232 -1.2963 5.4758
H 0.8693 -3.5056 -4.1259
H 0.1493 -4.3152 1.6606
H 1.1401 -2.2424 5.5875
H -2.5011 2.6888 1.7073
H 0.8009 4.5664 0.7031
H 1.3856 2.1128 -3.3864
H 0.8159 0.4977 -1.5944
H -0.6711 -5.1286 -0.4790
H -0.4503 -5.2592 -2.9459
H -0.9214 4.1671 0.5847
H -2.6232 3.6463 -3.2604
H 0.2154 3.6044 -0.6464
H 1.9125 -1.6655 -2.8542
H -2.2023 2.3154 3.3983
*
```

natural (NBO) charges, unit e, in atom order: number 1, I, carries 0.05; number 2, S, carries -0.39; number 3, S, carries -0.35; number 4, S, carries -0.40; number 5, Al, carries 1.59; number 6, O, carries -0.85; number 7, O, carries -0.68; number 8, O, carries -0.84; number 9, N, carries -0.84; number 10, N, carries -0.46; number 11, N, carries -0.36; number 12, C, carries -0.14; number 13, C, carries -0.21; number 14, C, carries -0.29; number 15, C, carries -0.18; number 16, C, carries -0.17; number 17, C, carries -0.25; number 18, C, carries 0.41; number 19, C, carries 0.13; number 20, C, carries -0.64; number 21, C, carries -0.21; number 22, C, carries -0.15; number 23, C, carries -0.16; number 24, C, carries -0.31; number 25, C, carries -0.19; number 26, C, carries -0.64; number 27, C, carries 0.81; number 28, C, carries -0.20; number 29, C, carries -0.16; number 30, C, carries 0.27; number 31, H, carries 0.18; number 32, H, carries 0.23; number 33, H, carries 0.38; number 34, H, carries 0.19; number 35, H, carries 0.17; number 36, H, carries 0.37; number 37, H, carries 0.21; number 38, H, carries 0.19; number 39, H, carries 0.21; number 40, H, carries 0.26; number 41, H, carries 0.19; number 42, H, carries 0.19; number 43, H, carries 0.20; number 44, H, carries 0.21; number 45, H, carries 0.21; number 46, H, carries 0.20; number 47, H, carries 0.22

This record from OMol25 describes the molecule C16H20N6O3 at a distorted geometry. The level of theory is wB97M-V/def2-TZVPD.

Its energy above the lowest of the compared OMol25 structures with the same formula, charge and spin is 0.0 kcal/mol. The electronic energy comes out at -32001.7060 eV. Its SMILES is Cn1c(=O)[nH]c(=O)c2c1nc(NCCN)n2CCOc1ccccc1. The orbital gap is 8.5 eV.

Structure (ORCA input):
```
! wB97M-V def2-TZVPD RIJCOSX def2/J DEFGRID3
* xyz 0 1
O -2.5419 -0.7197 -0.0847
O 3.7472 -0.5669 3.2581
O 0.3095 -3.3593 2.2552
N -1.8985 1.6848 -3.4428
N 1.4463 -0.0474 -0.7873
N 0.0481 -1.7568 -0.4063
N -0.1601 -0.5547 -2.4480
N 2.7383 -0.2166 1.2492
N 2.0502 -1.9415 2.6677
C 1.7574 -0.6165 0.3958
C 3.5630 0.9245 0.9241
C -0.7154 2.4351 1.9116
C -0.5130 1.8411 -3.0233
C -1.9274 0.2645 0.6505
C -1.4806 2.6300 0.7734
C -2.0845 1.5571 0.1509
C -2.3179 -2.0785 0.2241
C 2.9073 -0.8814 2.4443
C -1.0781 -2.6424 -0.5062
C 1.0058 -2.4326 1.8786
C 0.9184 -1.6836 0.6748
C 0.4082 -0.7426 -1.2389
C 0.2581 0.5443 -3.2888
C -0.5980 1.1625 2.4370
C -1.2048 0.0795 1.8227
H -1.1190 -0.8483 -2.5548
H -2.3890 1.0543 -2.8160
H 0.1032 0.2451 -4.3279
H 2.9297 1.7961 0.7602
H -0.0254 0.9986 3.3380
H 1.3187 0.7051 -3.0975
H 4.2387 1.0945 1.7599
H -1.6060 3.6226 0.3665
H -0.0695 2.6351 -3.6278
H -3.2073 -2.6115 -0.1231
H -0.8089 -3.5928 -0.0402
H -0.2285 3.2698 2.3916
H -1.2996 -2.8069 -1.5637
H -2.2182 -2.2379 1.2999
H -0.3971 2.1053 -1.9605
H -2.7012 1.6978 -0.7232
H 2.1943 -2.4156 3.5522
H -2.3803 2.5759 -3.4150
H -1.1010 -0.8934 2.2748
H 4.1290 0.7234 0.0148
*
```

natural (NBO) charges, unit e, in atom order: number 1, O, carries -0.53; number 2, O, carries -0.63; number 3, O, carries -0.64; number 4, N, carries -0.84; number 5, N, carries -0.56; number 6, N, carries -0.35; number 7, N, carries -0.60; number 8, N, carries -0.42; number 9, N, carries -0.64; number 10, C, carries 0.40; number 11, C, carries -0.41; number 12, C, carries -0.24; number 13, C, carries -0.24; number 14, C, carries 0.38; number 15, C, carries -0.20; number 16, C, carries -0.29; number 17, C, carries -0.08; number 18, C, carries 0.79; number 19, C, carries -0.24; number 20, C, carries 0.64; number 21, C, carries -0.12; number 22, C, carries 0.59; number 23, C, carries -0.22; number 24, C, carries -0.18; number 25, C, carries -0.33; number 26, H, carries 0.40; number 27, H, carries 0.35; number 28, H, carries 0.21; number 29, H, carries 0.21; number 30, H, carries 0.22; number 31, H, carries 0.23; number 32, H, carries 0.25; number 33, H, carries 0.21; number 34, H, carries 0.20; number 35, H, carries 0.20; number 36, H, carries 0.25; number 37, H, carries 0.22; number 38, H, carries 0.20; number 39, H, carries 0.20; number 40, H, carries 0.18; number 41, H, carries 0.21; number 42, H, carries 0.43; number 43, H, carries 0.36; number 44, H, carries 0.23; number 45, H, carries 0.21